Entry 1:
The following is a DFT calculation (ωB97M-V/def2-TZVPD) of a structure of composition C37H29BCrF3NO16 in a non-equilibrium geometry.

The geometry in XYZ format:
```
88
Properties=species:S:1:pos:R:3:forces:R:3:mulliken_spin:R:1
Cr -6.50803 29.92568 -7.38288 -0.1243 1.8075 1.6275 3.06
N -7.05852 31.73873 -5.51244 -2.4675 1.6233 -0.4206 -0.02
O -7.46940 32.44952 -4.63680 0.4134 -0.0126 -0.5018 0.00
O -7.46315 31.75401 -6.71063 -1.2006 0.6429 -1.9124 -0.07
O -6.26624 30.84368 -5.39443 3.5913 -4.0173 1.5229 -0.05
B -6.36937 28.50822 -8.87526 -0.4695 -1.0652 -1.1750 0.06
H -6.04380 27.80364 -9.62480 1.0231 -2.1430 -2.5227 0.00
H -7.40507 28.81040 -8.85913 -3.9694 0.8531 -0.1765 0.01
H -6.21650 28.10392 -7.88662 0.8641 -1.5636 4.3455 -0.03
H -5.76741 29.40194 -8.93143 2.5295 3.6574 -0.5894 -0.01
C -11.43071 28.12667 -5.16977 -1.3129 -0.3632 -0.0464 0.00
C -11.96246 29.38628 -5.82575 0.2412 -1.9311 1.4458 0.00
O -10.95060 29.59191 -6.83121 -3.3622 1.5828 -1.4480 0.00
C -9.85176 29.07336 -6.45671 4.5794 -0.2414 2.2732 0.01
O -8.73359 29.34674 -6.91092 -2.2567 -0.9290 0.6326 0.01
O -10.04403 28.33553 -5.30472 1.0585 -0.5323 -1.3805 0.00
F -11.85803 30.32072 -4.87638 0.0659 1.6949 0.0754 0.00
H -11.86345 27.24342 -5.63957 0.7715 -0.2870 -0.7198 0.00
H -11.76014 27.97210 -4.14231 0.5081 0.7574 0.1890 0.00
H -13.01496 29.30089 -6.09600 0.4150 0.4053 -1.1471 0.00
C -2.95903 33.95663 -9.49095 1.6341 2.2554 0.9897 0.00
C -2.24844 33.65093 -8.14282 -0.4465 -0.1963 -3.2199 0.00
O -2.94149 32.45512 -7.90286 0.6723 -1.7189 2.4667 0.00
C -4.17834 32.46976 -8.43425 -1.7843 -2.4901 2.5767 0.00
O -5.13116 31.73066 -8.11801 2.6321 1.4338 -0.8870 -0.03
O -4.22863 33.43846 -9.25099 -2.1388 1.5772 -2.7775 0.00
F -2.44391 34.58860 -7.18846 -0.0925 -0.5469 -0.1624 0.00
H -2.47320 33.54740 -10.37674 -0.1046 -0.5188 0.2447 0.00
H -2.92712 35.03989 -9.60763 -0.8126 0.0164 -0.1621 0.00
H -1.19819 33.52308 -8.40499 0.0976 -0.4351 1.0860 0.00
C -5.60915 25.21327 -3.72393 0.0493 -0.7168 -0.4195 0.00
C -4.26685 25.64535 -4.30972 -1.0119 -0.2338 1.6238 0.00
O -4.59012 26.89715 -4.85638 3.7057 0.6788 0.1997 0.00
C -5.85713 27.04224 -5.00114 -3.4341 2.8805 -2.6564 0.01
O -6.40387 28.01214 -5.57053 1.3965 -2.7647 1.8490 0.03
O -6.48368 25.97645 -4.55560 -1.6777 -0.3294 0.7432 0.00
F -4.00445 24.77429 -5.29083 0.7510 -0.2618 -0.9707 0.00
H -5.84627 25.34871 -2.66869 0.3275 0.4833 -0.0767 0.00
H -5.71338 24.15273 -3.95306 -0.2835 0.1025 -0.0284 0.00
H -3.44107 25.67989 -3.59909 0.0975 0.3969 -0.3408 0.00
C -0.68901 30.09627 -3.11616 0.1699 0.8460 0.4611 0.00
C -1.94005 30.64394 -3.33265 -0.1971 -0.2756 -1.6521 0.00
C -2.63334 30.35498 -4.54575 -0.3664 0.6509 1.5060 0.00
C -2.08593 29.57840 -5.54994 0.8468 -0.5863 1.2583 0.00
C -0.79195 29.04441 -5.22409 0.1334 -0.9799 -2.9879 0.00
C -0.09837 29.27224 -4.04678 -0.6753 -0.1994 -0.9107 0.00
C -0.05264 28.26490 -6.36842 1.4452 0.1531 1.6828 0.00
O 1.11249 27.90316 -6.16431 -2.1407 0.4509 -0.7551 0.00
C -0.76581 28.03103 -7.66930 1.8774 -0.5812 -0.5513 0.00
C -0.03850 27.45792 -8.76812 -0.9101 0.5982 0.6041 0.00
C -0.68826 27.22560 -9.96450 -0.9272 -0.1516 -0.3357 0.00
C -2.07353 27.45785 -10.11407 0.7454 0.9313 1.4859 0.00
C -2.72809 28.09689 -9.05301 -0.0123 -0.2529 -0.8306 0.01
C -2.08056 28.39769 -7.84512 -1.3312 0.6242 0.2349 -0.01
C -2.84647 29.16345 -6.76844 -2.7463 -0.4511 -0.6728 0.00
O -4.11017 29.33679 -6.89871 3.9364 -0.0012 0.5399 0.01
H -0.08740 30.43084 -2.28397 -0.1720 -0.1818 0.3741 0.00
H -2.34847 31.37807 -2.65394 -0.1534 -0.1807 0.1295 0.00
H -3.63201 30.76171 -4.60594 -0.1437 0.0290 -0.4409 0.00
H 0.88501 28.84670 -3.91156 0.0120 0.0041 -0.0887 0.00
H 1.01962 27.24688 -8.72080 -0.0021 0.0413 0.4486 0.00
H -0.15714 26.86738 -10.83398 0.2599 -0.1808 0.1067 0.00
H -2.59259 27.26307 -11.04091 0.0353 -0.0577 -0.0064 0.00
H -3.74777 28.40934 -9.22336 -0.0961 -0.0427 0.3375 -0.01
C -9.55775 35.75206 -10.17460 0.1789 0.0090 0.4787 0.00
C -9.28937 35.05067 -9.02073 0.1992 -0.1109 -0.0783 0.00
C -8.81978 33.74085 -9.08862 0.6958 0.0637 -0.1369 0.00
C -8.56061 33.12964 -10.32663 -0.8334 0.1546 -1.3472 0.00
C -8.92740 33.84238 -11.53392 1.2595 -1.3518 1.0770 0.00
C -9.33643 35.15772 -11.39100 -0.7244 -0.0853 -1.4544 0.00
C -8.77481 33.20088 -12.93002 -0.0255 0.3870 0.1937 0.00
O -9.19700 33.79740 -13.90257 0.4653 -0.7000 0.5567 0.00
C -8.10693 31.82051 -13.02770 -0.2421 -0.5290 1.2029 0.00
C -7.90351 31.16213 -14.27200 0.3224 1.1570 1.2163 0.00
C -7.32160 29.91901 -14.29015 -0.5685 -1.3448 -0.8743 0.00
C -7.10093 29.18419 -13.16037 0.3681 0.5981 1.6466 0.00
C -7.29603 29.79375 -11.92470 -0.1353 0.4386 0.5637 0.01
C -7.78024 31.10750 -11.78165 -0.2514 0.3966 -2.0527 -0.01
C -7.98630 31.72220 -10.41392 -0.3286 0.6981 0.3234 0.00
O -7.70928 31.13512 -9.37563 -0.0158 0.1364 -0.8199 0.03
H -9.91989 36.76555 -10.08453 0.0316 0.0924 -0.2611 0.00
H -9.37917 35.60297 -8.09699 -0.1237 -0.4291 0.3416 0.00
H -8.54967 33.25857 -8.16081 -0.0076 -0.3450 -0.0954 0.01
H -9.57871 35.71688 -12.28265 0.0663 -0.0371 -0.2251 0.00
H -8.08259 31.58507 -15.24947 -0.3827 0.6158 0.2953 0.00
H -7.20221 29.38761 -15.22276 0.1780 0.2982 -0.3441 0.00
H -6.71509 28.17600 -13.12774 -0.0294 -0.0681 -0.4602 0.00
H -7.05194 29.20750 -11.05112 -0.1596 0.1980 0.1667 -0.01
```
Forces are in eV/Å.

* 2S+1: 4
* total charge: +1
* expectation value of S²: 3.81
* Kohn-Sham gap (spin up / spin down): 0.2424 / 0.2945 Ha
* LUMO level (spin up / spin down): -4.818 / -3.401 eV

---

Entry 2:
The following is a DFT calculation (ωB97M-V/def2-TZVPD) of a structure of composition C30H45NO3OsP2S in a non-equilibrium geometry.

The geometry in XYZ format:
```
83
Properties=species:S:1:pos:R:3:forces:R:3:mulliken_spin:R:1
Os -0.27122 -2.85480 -0.54737 -0.5708 -0.3803 -1.5752 1.40
C -1.96079 -2.76490 0.73009 -1.3951 -0.5941 1.7786 0.34
C -1.66906 -4.11829 0.34156 -1.1578 -0.1416 0.8356 0.00
C 0.18956 -3.24766 1.45848 0.3071 -0.7621 0.7801 0.15
C -0.83687 -2.25659 1.45075 -0.6952 0.9307 0.5675 -0.10
C -0.33142 -4.42897 0.78828 0.2487 -0.1056 1.2279 0.07
C -3.22193 -2.00146 0.45628 -0.0989 0.1105 -0.1754 -0.08
H -3.52018 -2.16535 -0.58823 -0.1641 0.0991 0.2865 0.00
H -3.04993 -0.92586 0.60179 -0.1192 -0.3282 -0.1268 -0.01
H -4.06330 -2.29112 1.11381 0.4497 -0.0347 -0.2764 0.02
C -0.75536 -0.90270 2.09704 0.3751 0.2322 -0.1361 0.04
H -1.61759 -0.29160 1.79564 0.3999 -0.0848 0.1441 0.00
H 0.18425 -0.42473 1.75386 -0.6884 -0.0981 0.3604 0.00
H -0.73898 -0.92928 3.21163 -0.0150 -0.3065 -0.7625 0.00
C 1.55222 -3.00874 2.03961 -0.0393 0.2694 0.0409 -0.04
H 1.54315 -3.28138 3.10547 0.1772 -0.1341 -0.2847 0.01
H 1.78419 -1.92791 1.99154 -0.0227 -0.5728 -0.0393 -0.01
H 2.33119 -3.56441 1.49594 -0.2579 0.1020 0.3782 0.00
C 0.48159 -5.62796 0.47475 0.2960 -0.9146 -0.3342 0.00
H 0.73570 -6.21587 1.37088 -0.1794 0.1626 -0.2753 0.01
H 1.43199 -5.34953 -0.01445 -0.2860 -0.0792 0.3047 0.01
H -0.04942 -6.28040 -0.23703 0.1732 0.1228 0.3655 0.00
C -2.59081 -4.94116 -0.49263 -0.1229 -0.0424 -0.1259 0.03
H -3.29713 -5.53518 0.09270 0.1912 0.0061 0.1096 0.00
H -2.04645 -5.60737 -1.15718 0.0421 -0.1554 0.0130 0.00
H -3.18876 -4.27448 -1.11532 -0.0386 -0.0729 -0.0264 0.00
C -0.56530 4.46387 -0.16378 -0.5486 1.0065 0.1836 0.02
C -1.71485 4.04739 0.39426 0.0682 -0.0016 0.4735 -0.03
C -2.65152 2.91305 0.04096 -0.3853 0.1244 -0.0218 0.15
C -2.75078 2.65662 -1.47528 -0.6041 0.1054 -0.8164 -0.05
C -1.68850 1.56208 -1.67857 -0.8962 -3.3063 0.5558 0.01
C -0.47023 1.71299 -0.88112 0.6459 -3.0186 1.6230 0.44
C 0.68883 2.49471 -1.16016 1.1727 1.5621 -0.6132 0.10
C 0.24587 3.95284 -1.34058 -0.0586 0.1904 -0.7976 0.04
H -3.65696 3.12080 0.44530 0.3837 0.1819 -0.2371 0.00
H -2.63205 3.58975 -2.03817 0.3723 -0.2065 0.0984 0.00
H -2.35223 1.97164 0.52835 -0.1030 0.2847 0.0775 -0.05
H -0.33951 4.02659 -2.28449 0.3271 0.2500 0.4631 0.00
H -0.21318 5.43276 0.22821 0.0345 -0.7399 -0.0103 0.00
H -2.09507 4.59227 1.27484 0.4555 0.0304 -0.5630 0.00
H 1.15686 4.55628 -1.45567 -0.4393 0.0965 -0.0695 0.00
H 1.46050 2.53920 -0.33493 -1.2766 -0.8346 -1.5197 0.02
H -0.25663 0.86909 -0.19242 -0.4339 0.3633 -0.2998 0.20
H 1.14072 2.07122 -2.10615 0.1523 0.8642 0.6340 0.01
H -3.76714 2.31146 -1.73713 0.5101 -0.1683 0.0658 0.00
H -2.21173 0.66524 -1.29197 -0.0889 0.4825 1.2568 0.05
P -1.18659 0.46091 -3.13973 1.2052 3.2204 -1.5140 0.06
C -0.87612 1.86119 -4.27942 -0.1450 0.0212 -0.6302 0.01
C -2.20936 -0.66693 -4.03941 -1.2535 -0.9310 -0.3185 0.05
P 0.84296 -1.95321 -2.13746 2.8298 4.4718 -1.1498 0.01
C 0.41545 -0.36746 -3.10544 1.0538 -0.5178 -0.1247 0.09
C 0.66674 -3.37677 -3.24672 0.0130 -0.9318 -0.2413 -0.04
C 2.48052 -1.29134 -1.44855 0.2386 -0.1370 -0.7010 0.12
H 0.20005 2.11948 -4.34034 -0.6177 -0.2275 -0.1679 0.00
H -1.42728 2.75628 -3.94539 0.2729 -0.4449 0.0192 0.00
H -1.31619 1.59006 -5.24857 0.6049 0.2432 -0.0475 0.00
H -2.05767 -0.45524 -5.12146 -0.2090 -0.1477 0.7186 0.01
H -3.27076 -0.54349 -3.77260 0.2651 -0.0497 -0.3246 0.00
H -1.93525 -1.72413 -3.85110 -0.1144 0.5999 0.0690 0.00
H 2.93738 -0.57805 -2.14133 0.0616 -0.2000 -0.0663 0.01
H 3.24119 -2.05188 -1.20879 -0.5404 0.0873 -0.0463 0.00
H 2.21824 -0.72287 -0.53500 -0.0951 -0.4585 -0.4161 -0.03
H 1.14892 0.38766 -2.78022 -0.2789 -0.4176 -0.1055 -0.03
H 0.66538 -0.57751 -4.17614 -0.3683 0.2902 0.5438 0.01
H 1.44787 -4.15114 -3.23780 0.1550 0.6348 0.1025 0.00
H 0.45650 -3.10589 -4.28899 -0.1119 -0.0439 0.2765 0.01
H -0.20530 -3.92155 -2.81288 0.0422 0.1388 -0.5302 0.03
O 1.50792 4.97046 2.10857 0.7837 -1.3412 -0.4288 0.07
S 2.63272 4.06330 2.04698 0.3612 1.1623 1.8027 -0.05
O 3.89255 4.56689 1.56772 -0.9144 -0.8766 -0.2597 0.08
N 2.21665 2.64424 1.28521 0.2528 1.2199 -1.7857 0.66
C 2.27311 1.52131 2.03384 0.0459 -2.5882 1.1622 -0.01
O 2.05522 0.37262 1.57219 0.4974 2.4795 0.5532 0.23
C 2.60382 1.86556 3.43845 -0.1241 -0.4187 0.5989 -0.02
C 2.61182 1.05748 4.57917 -0.1056 -0.1926 -0.0904 -0.02
C 2.82854 1.61946 5.83748 0.0535 -0.0434 -0.4257 0.02
C 3.08829 2.99122 5.96321 -0.0849 0.0301 -0.4974 0.02
C 3.08972 3.80539 4.82620 0.0806 -0.1470 -0.0379 -0.01
C 2.83558 3.21446 3.58860 0.0942 1.1705 0.7691 0.02
H 2.41699 0.00032 4.44646 0.0332 -0.0214 0.2014 0.00
H 2.80143 0.99960 6.73043 0.0283 0.0584 -0.2355 0.00
H 3.27324 3.41534 6.94733 -0.0367 -0.0247 -0.2353 0.00
H 3.28401 4.87206 4.89610 -0.0698 -0.1619 0.0258 0.00
```
Forces are in eV/Å.

* 2S+1: 5
* total charge: +2
* expectation value of S²: 6.03
* Kohn-Sham gap (spin up / spin down): 0.2385 / 0.1849 Ha
* LUMO level (spin up / spin down): -6.201 / -8.620 eV
* relative energy (zero: lowest compared OMol25 entry of this formula, charge and spin): 74.9 kcal/mol